Below is a structure of composition C60H37Cl7LaN6O2SSi, with properties calculated with the ωB97M-V functional and the def2-TZVPD basis.

```
115
Properties=species:S:1:pos:R:3:forces:R:3
La -0.352 -0.088 -0.105 0.604 -0.383 -0.619
Cl 8.657 -1.342 2.618 -0.085 0.041 -0.039
C 7.133 -0.848 1.913 0.095 -0.052 0.045
C 6.963 0.466 1.516 0.008 -0.017 0.001
C 5.749 0.847 0.962 -0.010 0.049 -0.002
C 4.711 -0.066 0.805 -0.012 0.005 -0.008
C 4.919 -1.386 1.201 -0.019 -0.040 0.039
C 6.124 -1.783 1.759 -0.006 0.023 0.002
C 3.388 0.319 0.232 0.093 -0.063 -0.009
C 2.616 1.241 0.941 0.019 0.056 -0.005
C 3.036 1.959 2.130 -0.022 -0.013 -0.056
C 2.088 2.891 2.375 -0.005 0.008 0.008
C 1.071 2.736 1.352 -0.038 0.023 -0.005
C -0.046 3.562 1.180 0.059 0.121 0.128
C -0.224 4.695 2.134 -0.033 -0.126 0.003
C -1.348 4.709 2.959 0.010 0.057 -0.012
C -1.548 5.735 3.872 0.000 -0.048 -0.038
C -0.613 6.751 3.954 -0.008 0.083 0.090
Cl -0.856 8.050 5.099 0.014 -0.058 -0.054
C 0.514 6.761 3.151 -0.006 -0.003 -0.007
C 0.702 5.728 2.244 0.003 0.013 -0.028
C -1.033 3.404 0.199 -0.009 -0.057 -0.148
N -1.211 2.309 -0.591 -0.029 0.051 -0.027
C -2.253 2.593 -1.425 -0.037 -0.025 0.060
C -2.723 1.794 -2.471 -0.122 0.039 0.003
C -4.011 2.225 -3.093 0.029 -0.008 0.017
C -4.069 2.792 -4.362 0.019 -0.003 -0.039
C -5.277 3.199 -4.909 -0.012 -0.004 -0.002
C -6.436 3.037 -4.170 -0.116 0.025 -0.015
Cl -7.966 3.545 -4.849 0.090 -0.019 0.018
C -6.410 2.487 -2.901 0.052 -0.002 -0.009
C -5.193 2.085 -2.370 -0.029 0.001 0.047
C -2.064 0.688 -3.035 0.029 -0.023 -0.110
C -2.403 0.094 -4.308 -0.022 0.023 0.007
C -1.407 -0.777 -4.612 0.046 -0.061 -0.006
C -0.463 -0.734 -3.522 -0.115 0.122 0.031
N -0.920 0.122 -2.563 0.060 0.216 -0.066
C 0.798 -1.346 -3.533 0.093 -0.085 -0.011
C 1.853 -1.086 -2.648 -0.058 -0.042 0.011
C 3.191 -1.620 -2.791 -0.005 0.000 -0.029
C 3.916 -1.128 -1.762 0.010 -0.002 0.040
C 3.020 -0.311 -0.971 -0.042 -0.008 -0.065
N 1.789 -0.298 -1.539 -0.025 0.052 -0.038
C 1.046 -2.310 -4.647 0.006 0.014 0.028
C 1.878 -1.990 -5.715 0.015 0.039 -0.011
C 2.080 -2.881 -6.759 -0.013 0.002 0.021
C 1.439 -4.106 -6.726 0.012 -0.098 -0.093
Cl 1.683 -5.237 -8.038 -0.008 0.066 0.067
C 0.607 -4.457 -5.677 0.032 0.056 0.019
C 0.417 -3.551 -4.643 -0.056 -0.053 0.003
C -2.771 3.915 -1.134 0.065 -0.031 -0.062
C -2.005 4.421 -0.146 -0.013 -0.014 0.100
N 1.391 1.692 0.547 0.037 -0.040 -0.071
H 7.769 1.176 1.637 -0.005 0.009 -0.008
H 5.606 1.872 0.642 -0.009 0.003 0.001
H 4.112 -2.097 1.079 -0.016 0.002 -0.012
H 6.280 -2.804 2.079 -0.007 -0.007 -0.008
H 3.935 1.776 2.696 0.025 -0.001 -0.002
H 2.071 3.609 3.179 -0.013 0.006 -0.006
H -2.064 3.900 2.882 -0.024 0.010 0.008
H -2.418 5.740 4.514 -0.004 0.012 0.002
H 1.228 7.569 3.233 0.005 0.001 -0.007
H 1.575 5.727 1.603 0.004 0.004 0.000
H -3.154 2.923 -4.926 0.000 0.008 0.004
H -5.323 3.645 -5.893 0.012 0.000 -0.003
H -7.324 2.379 -2.335 -0.005 -0.004 0.000
H -5.152 1.668 -1.371 0.004 -0.001 0.000
H -3.260 0.341 -4.913 -0.002 -0.012 0.015
H -1.299 -1.360 -5.513 -0.004 -0.006 -0.002
H 3.533 -2.271 -3.578 -0.010 -0.008 -0.011
H 4.961 -1.298 -1.562 -0.003 0.014 0.014
H 2.367 -1.023 -5.730 0.003 0.001 -0.002
H 2.721 -2.628 -7.592 0.010 0.009 0.001
H 0.122 -5.422 -5.670 -0.009 -0.004 0.005
H -0.230 -3.811 -3.813 0.001 0.000 -0.005
H -3.588 4.398 -1.644 0.002 -0.005 -0.026
H -2.078 5.397 0.304 0.016 0.012 0.022
C 3.435 -1.107 6.879 0.005 0.018 0.062
C 2.727 -1.512 5.615 0.046 -0.044 -0.057
C 3.284 -2.483 4.780 0.062 -0.013 0.033
C 2.664 -2.857 3.606 -0.103 0.107 0.062
C 1.461 -2.251 3.242 0.247 -0.010 0.149
C 0.882 -1.299 4.060 0.054 0.005 0.021
C 1.524 -0.935 5.241 -0.087 0.041 0.007
S 0.758 -2.709 1.686 0.096 -0.033 -0.085
O 1.532 -1.947 0.693 0.030 -0.036 0.239
O 0.860 -4.145 1.636 -0.015 -0.008 -0.193
N -0.676 -2.110 1.577 -0.412 -0.330 0.087
C -1.781 -2.974 1.630 0.161 0.314 -0.163
C -2.133 -3.725 2.714 -0.121 -0.201 0.195
C -3.276 -4.554 2.688 0.129 0.087 0.023
C -4.062 -4.626 1.578 0.004 0.075 -0.137
C -3.724 -3.863 0.431 -0.135 -0.130 0.067
C -4.481 -3.902 -0.762 -0.063 -0.072 0.083
C -4.093 -3.160 -1.833 0.133 0.135 -0.046
C -2.943 -2.346 -1.711 -0.163 -0.065 0.023
N -2.223 -2.269 -0.621 0.124 -0.075 0.101
C -2.588 -3.035 0.456 0.054 0.190 -0.155
H 4.365 -0.580 6.653 -0.002 0.004 -0.016
H 3.696 -1.979 7.482 -0.003 -0.012 -0.013
H 2.817 -0.449 7.488 -0.012 0.007 -0.023
H 4.223 -2.950 5.060 -0.005 0.001 0.004
H 3.096 -3.622 2.975 -0.026 -0.014 -0.049
H -0.058 -0.844 3.780 -0.016 -0.014 -0.023
H 1.071 -0.187 5.881 -0.012 0.009 -0.016
H -1.524 -3.675 3.608 0.007 0.003 -0.007
H -3.529 -5.131 3.569 0.008 0.000 0.012
H -4.946 -5.252 1.551 -0.002 -0.008 0.004
H -5.366 -4.527 -0.803 0.005 -0.004 0.000
H -4.645 -3.165 -2.763 0.003 0.004 -0.006
H -2.633 -1.727 -2.542 -0.013 -0.031 -0.035
Cl -1.403 0.927 2.397 -0.302 0.242 0.743
Si -3.303 0.448 1.276 -0.207 0.026 0.030
Cl -4.300 2.322 1.589 0.000 -0.047 0.018
Cl -4.280 -0.712 2.783 0.016 0.033 -0.027
```
Forces are in eV/Å.

Summary:
HOMO ... -4.69 eV
Net charge ... -1
LUMO energy ... 1.00 eV
Max |F| ... 0.0184 Eh/bohr
Energy relative to the best compared isomer or geometry (same formula, charge and spin) ... 0.000 eV
2S+1 ... 1
Total energy ... -183098.9637 eV